Formula: C4H8Se
Source: the OMol25 dataset
Level of theory: ωB97M-V/def2-TZVPD

energy relative to the best compared isomer or geometry (same formula, charge and spin): 56.6 kcal/mol
frontier orbital gap: 8.6 eV
total charge: 0
HOMO level: -7.738 eV
lowest unoccupied orbital energy: 0.9 eV

```
13
Properties=species:S:1:pos:R:3:mulliken_charge:R:1
C 1.063 -0.148 -0.035 -0.325
C -0.196 -0.980 -0.111 -0.801
C 0.854 1.332 -0.132 -0.709
C -1.712 0.451 0.798 -0.716
Se -0.455 1.657 1.364 0.034
H 1.615 -0.516 0.758 0.294
H 1.672 -0.454 -1.006 0.256
H -0.460 -1.313 -1.078 0.298
H -0.260 -1.885 0.448 0.327
H 1.770 1.945 -0.021 0.363
H 0.376 1.654 -1.096 0.289
H -2.171 0.510 -0.129 0.330
H -2.315 0.133 1.646 0.359
```